1.
{
  "formula": "C46H59N9O5PSeZr",
  "method": "ωB97M-V/def2-TZVPD",
  "total_charge": -1,
  "e_homo_ev": -4.08,
  "symbols": ["Zr", "O", "C", "O", "C", "C", "C", "N", "C", "C", "C", "C", "C", "C", "C", "N", "C", "C", "C", "C", "C", "N", "H", "H", "H", "H", "H", "H", "H", "H", "H", "H", "O", "H", "H", "O", "C", "C", "C", "C", "C", "C", "Se", "C", "C", "C", "H", "H", "H", "H", "H", "H", "H", "H", "H", "H", "H", "N", "C", "O", "C", "C", "C", "N", "C", "C", "H", "H", "H", "H", "H", "H", "N", "P", "N", "C", "C", "C", "C", "C", "N", "C", "C", "C", "C", "C", "N", "C", "C", "C", "C", "C", "H", "H", "H", "H", "H", "H", "H", "H", "H", "H", "H", "H", "H", "H", "H", "H", "H", "H", "H", "H", "H", "H", "H", "H", "H", "H", "H", "H", "H", "H"],
  "coordinates": [[-0.5852, 0.4923, 0.6909], [-7.5702, -2.8641, 0.6738], [-6.5444, -3.4350, 1.0864], [-6.3520, -4.5795, 1.5342], [-5.2651, -2.5577, 1.0199], [-5.2970, -1.2521, 0.5426], [-4.1319, -0.5143, 0.4845], [-2.9228, -0.9699, 0.8535], [-2.9079, -2.2133, 1.3418], [-4.0317, -3.0251, 1.4355], [-1.5666, -2.7025, 1.7935], [-1.3624, -3.9682, 2.3240], [-0.0794, -4.3309, 2.7003], [0.9470, -3.4218, 2.5329], [0.6612, -2.1771, 1.9957], [-0.5723, -1.8261, 1.6316], [-4.1597, 0.9090, -0.0086], [-5.2623, 1.6299, -0.4630], [-5.0510, 2.9192, -0.9143], [-3.7711, 3.4660, -0.9266], [-2.7351, 2.6739, -0.4718], [-2.9550, 1.4488, -0.0193], [-6.2444, -0.8406, 0.2237], [-3.9763, -4.0300, 1.8261], [-2.1831, -4.6587, 2.4423], [0.1059, -5.3120, 3.1197], [1.9635, -3.6620, 2.8172], [1.4024, -1.4037, 1.8363], [-6.2511, 1.1941, -0.4671], [-5.8905, 3.5037, -1.2693], [-3.5931, 4.4710, -1.2837], [-1.7045, 2.9697, -0.4321], [-1.3671, 0.8480, -1.5577], [-1.9778, 0.1038, -1.6466], [-0.5958, 0.6186, -2.0943], [1.0879, 0.4135, 1.3712], [-0.4328, 6.1306, 7.9143], [-0.4288, 5.1565, 6.7649], [-0.0482, 5.5390, 5.4884], [-0.0459, 4.6490, 4.4177], [0.3722, 5.1513, 3.0711], [-0.4295, 3.3111, 4.6098], [-0.3298, 2.0094, 3.1842], [-0.8168, 2.9120, 5.9052], [-1.2440, 1.5039, 6.2330], [-0.8090, 3.8351, 6.9456], [-0.1070, 7.1198, 7.5898], [0.2366, 5.8022, 8.7128], [-1.4325, 6.2304, 8.3438], [0.2546, 6.5674, 5.3120], [0.6420, 6.2088, 3.1148], [-0.4449, 5.0351, 2.3599], [1.2236, 4.5831, 2.6894], [-1.2129, 0.8633, 5.3564], [-2.2629, 1.4966, 6.6289], [-0.5881, 1.0761, 6.9957], [-1.1131, 3.5031, 7.9355], [4.0411, 5.6852, -1.8558], [2.8363, 5.8986, -1.2669], [2.3878, 7.0155, -1.1062], [2.0750, 4.6733, -0.8233], [0.8547, 4.8657, -0.2085], [0.1211, 3.7597, 0.2098], [0.5477, 2.5206, 0.0258], [1.7443, 2.3199, -0.5399], [2.5272, 3.3687, -0.9799], [4.5645, 6.4905, -2.1572], [4.4310, 4.7720, -1.9950], [0.4876, 5.8697, -0.0480], [-0.8175, 3.9048, 0.7163], [2.0714, 1.2925, -0.6247], [3.4801, 3.1288, -1.4332], [0.4045, -0.9118, -0.8610], [0.8780, -1.6684, -2.0837], [2.4930, -2.2195, -2.0007], [3.4494, -1.2331, -1.5147], [3.9103, -1.5274, -0.0972], [4.6466, -2.8764, -0.0397], [4.2394, -3.7768, -1.2151], [2.7746, -3.5958, -1.5897], [0.7579, -0.7529, -3.5591], [0.6932, -1.3266, -4.8912], [2.0591, -1.3866, -5.5704], [2.6539, 0.0185, -5.6761], [2.6441, 0.7111, -4.3118], [1.2771, 0.6027, -3.6358], [-0.0102, -3.0735, -2.3900], [0.2281, -4.0969, -3.4006], [0.1576, -5.5031, -2.8138], [-1.2263, -5.7859, -2.2011], [-1.9819, -4.4886, -1.8986], [-1.0642, -3.3791, -1.4118], [2.9937, -0.2445, -1.5449], [4.3226, -1.1922, -2.1844], [3.0359, -1.5323, 0.5549], [4.5530, -0.7170, 0.2544], [4.4188, -3.3835, 0.9015], [5.7281, -2.7211, -0.0518], [4.4056, -4.8260, -0.9605], [4.8635, -3.5650, -2.0881], [2.1509, -3.8923, -0.7310], [2.5434, -4.2798, -2.4034], [0.0247, -0.6988, -5.5001], [0.2275, -2.3036, -4.8692], [1.9594, -1.8309, -6.5654], [2.7246, -2.0315, -4.9874], [2.0634, 0.6053, -6.3888], [3.6733, -0.0252, -6.0670], [2.9079, 1.7682, -4.4218], [3.4067, 0.2578, -3.6752], [0.5594, 1.2157, -4.2046], [1.3175, 1.0322, -2.6315], [1.2015, -3.9327, -3.8648], [-0.5125, -4.0283, -4.2106], [0.9290, -5.6161, -2.0506], [0.3873, -6.2300, -3.5973], [-1.1099, -6.3621, -1.2805], [-1.8195, -6.4061, -2.8762], [-2.7410, -4.6663, -1.1342], [-2.5161, -4.1496, -2.7911], [-0.6231, -3.6597, -0.4476], [-1.6559, -2.4810, -1.2298]]
}



2.
{
  "formula": "C6H12N2",
  "method": "ωB97M-V/def2-TZVPD",
  "e_homo_ev": -9.04,
  "symbols": ["C", "C", "C", "C", "C", "C", "H", "H", "H", "H", "H", "H", "H", "H", "H", "H", "H", "H", "N", "N"],
  "coordinates": [[0.4490, 1.4202, 0.9506], [0.3285, 0.4870, -0.2968], [1.7782, 0.1022, -0.6766], [0.2061, -0.9830, -0.1107], [-1.1253, -1.1869, 0.6064], [-1.8586, -0.0908, -0.2736], [1.1233, 0.8524, 1.6207], [-0.5460, 1.6741, 1.4143], [0.9305, 2.3612, 0.6390], [2.6508, 0.7744, -0.4706], [1.6810, -0.1725, -1.7525], [2.0715, -1.8901, -0.2298], [0.1364, -1.4784, -1.1372], [-0.9303, -0.8500, 1.7011], [-1.5991, -2.1544, 0.5127], [-2.4174, 0.4824, 0.4726], [-2.5936, -0.5473, -0.9667], [-1.1093, 1.6216, -1.0875], [1.6703, -1.0786, 0.2122], [-0.8459, 0.6562, -1.1274]]
}



3.
{
  "formula": "C5H14",
  "method": "ωB97M-V/def2-TZVPD",
  "smiles": "CCC.CC",
  "e_homo_ev": -11.35,
  "symbols": ["C", "C", "C", "H", "H", "H", "H", "H", "H", "H", "H", "C", "C", "H", "H", "H", "H", "H", "H"],
  "coordinates": [[3.2147, -0.0545, 0.3697], [1.9259, -0.7453, -0.0435], [0.7616, -0.5931, 0.9770], [3.5468, -0.3899, 1.3479], [3.0817, 1.0239, 0.4434], [3.9494, -0.1996, -0.4265], [1.5666, -0.3802, -0.9997], [2.1294, -1.8097, -0.1523], [0.4255, -1.5962, 1.2553], [1.0835, -0.1116, 1.8981], [-0.0846, -0.0531, 0.5599], [-3.0020, 0.7044, 0.0778], [-2.7016, 0.6072, -1.3968], [-2.3235, 0.1304, 0.6990], [-2.9906, 1.7210, 0.4650], [-3.9608, 0.3058, 0.3988], [-1.7373, 1.0827, -1.6054], [-2.7536, -0.4002, -1.7793], [-3.3541, 1.2206, -1.9921]]
}



4.
{
  "formula": "C2H3NO2",
  "method": "ωB97M-V/def2-TZVPD",
  "e_homo_ev": -8.76,
  "symbols": ["C", "C", "N", "O", "O", "H", "H", "H"],
  "coordinates": [[0.0198, 0.2673, 0.7247], [0.5414, -0.1343, -0.4288], [-1.2476, 0.4883, 0.0734], [-0.7012, -0.0136, -1.1427], [1.7323, -0.5254, -1.1119], [0.3319, 0.2958, 1.7513], [-2.0814, -0.0991, 0.2840], [1.6110, -0.6860, -2.0025]]
}



5.
{
  "formula": "C32H55N11O2",
  "method": "ωB97M-V/def2-TZVPD",
  "smiles": "CCCCN[C@H]1OC(=O)[C@@H](CCC(C)C)[C@@H]1CN.CC#N.CC#N.CC#N.CC#N.CC#N.CC#N.CC#N.CC#N.CC#N",
  "e_homo_ev": -9.25,
  "symbols": ["C", "C", "C", "C", "N", "C", "O", "C", "O", "C", "C", "C", "C", "C", "C", "C", "C", "N", "H", "H", "H", "H", "H", "H", "H", "H", "H", "H", "H", "H", "H", "H", "H", "H", "H", "H", "H", "H", "H", "H", "H", "H", "H", "H", "H", "H", "C", "C", "N", "H", "H", "H", "C", "C", "N", "H", "H", "H", "C", "C", "N", "H", "H", "H", "C", "C", "N", "H", "H", "H", "C", "C", "N", "H", "H", "H", "C", "C", "N", "H", "H", "H", "C", "C", "N", "H", "H", "H", "C", "C", "N", "H", "H", "H", "C", "C", "N", "H", "H", "H"],
  "coordinates": [[-4.8521, -2.6846, 3.6354], [-5.3147, -2.1918, 2.2750], [-4.4407, -2.6516, 1.1296], [-3.0332, -2.0044, 1.0253], [-2.7086, -1.0214, 2.0568], [-1.5852, -1.3039, 2.8454], [-0.3568, -1.6891, 2.1264], [0.4678, -2.0010, 3.1847], [1.2622, -2.9217, 3.1731], [0.1872, -0.9541, 4.2735], [1.4400, -0.0482, 4.3260], [2.4937, -0.5802, 5.2962], [3.8939, -0.0872, 4.9787], [4.3838, -0.5682, 3.6055], [4.8535, -0.6090, 6.0816], [-1.0679, -0.2224, 3.7569], [-2.1071, 0.1665, 4.7709], [-2.9482, 1.2526, 4.2485], [-3.9222, -2.2280, 3.9382], [-5.5889, -2.4219, 4.3857], [-4.7661, -3.7637, 3.6188], [-6.2960, -2.6314, 2.1192], [-5.4560, -1.1161, 2.2911], [-4.3194, -3.7248, 1.2381], [-4.9344, -2.5165, 0.1768], [-2.2983, -2.7923, 0.9450], [-3.0088, -1.4825, 0.0773], [-2.6759, -0.0783, 1.7030], [-1.7682, -2.1593, 3.4992], [0.0682, -1.3409, 5.2798], [1.8931, 0.0819, 3.3523], [1.1297, 0.9289, 4.6855], [2.5091, -1.6661, 5.2448], [2.2136, -0.3387, 6.3156], [3.9605, 0.9935, 5.0033], [5.3394, -1.0701, 3.6743], [3.7071, -1.2800, 3.1494], [4.5239, 0.2591, 2.9236], [5.4294, -1.4584, 5.7456], [4.2679, -0.9625, 6.9250], [5.4880, 0.1728, 6.4760], [-0.6352, 0.6234, 3.2314], [-1.6805, 0.4596, 5.7244], [-2.7271, -0.7045, 4.9643], [-3.9079, 0.9487, 4.2723], [-2.7212, 1.4676, 3.2908], [4.3356, 3.1018, 0.1094], [3.6651, 2.7126, 1.3441], [3.0995, 2.4638, 2.3124], [5.4117, 2.9812, 0.2214], [3.9873, 2.4910, -0.7210], [4.1185, 4.1386, -0.1071], [1.7325, 4.8395, -3.0810], [3.0678, 5.0847, -2.5623], [4.1207, 5.2419, -2.1328], [1.6477, 5.2720, -4.0728], [1.5600, 3.7672, -3.1439], [0.9873, 5.2823, -2.4225], [0.0930, -3.9953, -1.2703], [-1.2825, -3.9926, -1.7481], [-2.3785, -3.9639, -2.0916], [0.1372, -3.5653, -0.2701], [0.4696, -5.0146, -1.2355], [0.7215, -3.4104, -1.9333], [-0.9020, -0.0464, -0.9477], [0.2817, 0.6725, -1.4048], [1.2083, 1.2423, -1.7709], [-1.6944, 0.6635, -0.7104], [-1.2496, -0.7203, -1.7289], [-0.6626, -0.6294, -0.0586], [0.4569, 3.0645, -6.9175], [1.7435, 3.3825, -6.3166], [2.7588, 3.6237, -5.8378], [0.3712, 3.5416, -7.8915], [0.3643, 1.9889, -7.0380], [-0.3483, 3.4134, -6.2739], [-1.1031, -2.6716, -5.4473], [-0.9012, -1.3174, -5.9399], [-0.7359, -0.2492, -6.3244], [-2.0837, -2.7521, -4.9839], [-1.0371, -3.3785, -6.2711], [-0.3382, -2.9116, -4.7134], [-0.7022, -0.4652, -9.9031], [-0.5381, 0.9718, -10.0616], [-0.4030, 2.1047, -10.1822], [-1.7597, -0.7126, -9.8454], [-0.2594, -0.9821, -10.7517], [-0.2107, -0.7858, -8.9872], [-6.1324, 2.8586, 2.5408], [-5.1963, 2.0780, 1.7460], [-4.4427, 1.4608, 1.1389], [-6.0821, 2.5429, 3.5805], [-5.8763, 3.9135, 2.4763], [-7.1434, 2.7105, 2.1682], [5.6679, 0.7002, -3.1416], [5.0402, -0.4496, -2.5134], [4.5441, -1.3563, -2.0189], [4.9546, 1.1986, -3.7956], [6.0001, 1.4023, -2.3802], [6.5253, 0.3789, -3.7283]]
}



6.
{
  "formula": "C21H25BCo2NO6",
  "method": "ωB97M-V/def2-TZVPD",
  "spin_multiplicity": 2,
  "s2": 0.87,
  "e_homo_ev": [-5.01, -5.62],
  "symbols": ["O", "C", "Co", "C", "O", "C", "O", "C", "C", "C", "C", "C", "C", "C", "C", "C", "Co", "C", "O", "C", "O", "C", "O", "H", "H", "H", "H", "H", "H", "H", "C", "C", "N", "C", "C", "C", "C", "B", "H", "H", "H", "H", "H", "H", "H", "H", "H", "H", "H", "H", "H", "H", "H", "H", "H", "H"],
  "coordinates": [[0.3589, -4.6924, -0.0996], [0.3869, -3.8506, 0.6943], [0.4705, -2.6982, 2.0051], [-1.3136, -2.5062, 2.0779], [-2.4682, -2.5433, 2.1177], [0.7962, -3.9967, 3.1604], [0.9064, -4.9243, 3.8399], [2.1465, -1.8109, 1.4084], [3.2275, -2.5992, 0.8034], [3.8206, -3.6819, 1.4850], [4.7586, -4.4881, 0.8152], [5.2410, -4.1363, -0.4604], [4.6298, -3.0695, -1.1325], [3.6505, -2.2859, -0.5096], [1.5664, -0.6158, 1.0118], [1.0488, -0.0477, -0.2123], [1.6188, -0.6410, 2.7283], [2.4491, -1.4697, 4.0099], [2.9867, -2.0372, 4.8627], [-0.1315, -0.6195, 3.4019], [-1.0532, -0.2280, 3.9920], [2.2771, 0.9409, 2.9973], [2.7546, 1.9946, 3.0555], [3.5393, -3.8420, 2.5401], [5.1208, -5.4028, 1.2941], [6.0357, -4.7296, -0.9330], [4.9356, -2.8476, -2.1557], [3.2441, -1.4194, -1.0407], [1.3036, 1.0262, -0.3126], [1.4386, -0.5622, -1.1003], [-2.8086, 5.1283, -1.7164], [-3.4209, 3.8631, -2.2580], [-2.6024, 2.7305, -1.6440], [-2.9396, 2.7286, -0.1687], [-2.2547, 1.5803, 0.5363], [-2.9980, 1.4022, -2.1850], [-2.7723, 1.2311, -3.6656], [-1.1681, 3.3014, -1.8615], [-0.0061, -0.2883, -0.2185], [-3.1550, 5.9984, -2.2614], [-3.0755, 5.2755, -0.6735], [-1.7032, 5.0808, -1.7657], [-4.4607, 3.7083, -1.9564], [-3.3645, 3.8114, -3.3476], [-2.6229, 3.6921, 0.2312], [-4.0343, 2.6977, -0.1167], [-2.5211, 1.6092, 1.5980], [-2.5811, 0.6019, 0.1620], [-1.1629, 1.6529, 0.4482], [-2.4494, 0.6330, -1.6381], [-4.0618, 1.2823, -1.9268], [-3.0779, 0.2072, -3.9173], [-3.4117, 1.9133, -4.2294], [-1.7231, 1.3626, -3.9542], [-0.8178, 3.3666, -2.9709], [-0.5524, 3.2140, -0.8443]]
}



no.,F_max (eV/Å)
1,3.8
2,2.3
3,1.0
4,5.8
5,2.0
6,5.5